No. 1
{
  "formula": "C6H11N3",
  "method": "wB97M-V/def2-TZVPD",
  "e_above_lowest_kcal_mol": 128.3,
  "e_homo_ev": -7.768,
  "elements": ["C", "C", "C", "N", "C", "C", "C", "N", "N", "H", "H", "H", "H", "H", "H", "H", "H", "H", "H", "H"],
  "coordinates": [[0.9022, 1.1112, -2.3242], [-2.5185, 0.7857, -0.7410], [1.8823, -1.9426, 1.1861], [0.3426, 0.0356, -1.5194], [-1.5098, 0.4423, 0.2527], [-0.8845, 0.1623, 1.2640], [1.1901, -0.8589, 0.4679], [-0.6148, -0.0249, 2.5949], [1.1062, -0.4650, -0.6678], [-1.1225, 0.6043, 3.2030], [0.3695, -0.0442, 2.8194], [1.0292, 2.0382, -1.7491], [0.2168, 1.3128, -3.1477], [1.8698, 0.8693, -2.7741], [-3.5259, 0.5917, -0.3552], [-2.4873, 1.8376, -1.0347], [-2.4317, 0.2330, -1.6747], [2.8804, -1.6415, 1.5136], [1.3275, -2.1915, 2.0939], [1.9785, -2.8552, 0.5925]]
}

No. 2
{
  "formula": "C16H24Cl6O13S",
  "method": "wB97M-V/def2-TZVPD",
  "e_above_lowest_kcal_mol": 75.1,
  "smiles": "C[C@H]1COC(=O)O1.C[C@H]1COC(=O)O1.C[C@H]1COC(=O)O1.O=S1(=O)OCCO1.ClC(Cl)Cl.ClC(Cl)Cl",
  "e_homo_ev": -10.482,
  "elements": ["C", "C", "C", "O", "C", "O", "O", "H", "H", "H", "H", "H", "H", "C", "C", "C", "O", "C", "O", "O", "H", "H", "H", "H", "H", "H", "C", "C", "C", "O", "C", "O", "O", "H", "H", "H", "H", "H", "H", "O", "S", "O", "O", "C", "C", "O", "H", "H", "H", "H", "Cl", "C", "Cl", "Cl", "H", "Cl", "C", "Cl", "Cl", "H"],
  "coordinates": [[3.6999, -5.5318, 2.1206], [4.9658, -4.8656, 1.4204], [5.5568, -5.5440, 0.2288], [5.3853, -4.6605, -0.8276], [4.7484, -3.6279, -0.3798], [4.4280, -2.6670, -1.1294], [4.5557, -3.6395, 0.9233], [2.8725, -5.5278, 1.4111], [3.4218, -5.0765, 3.0711], [4.0584, -6.5541, 2.2419], [5.7273, -4.7073, 2.1841], [5.0229, -6.4516, -0.0529], [6.5767, -5.8217, 0.4949], [1.0807, 2.7616, -1.0729], [2.3782, 2.2495, -1.7389], [2.3704, 1.8405, -3.1884], [3.1137, 2.8565, -3.7654], [3.6862, 3.6798, -2.7760], [4.3064, 4.7606, -2.9857], [3.3068, 3.2799, -1.6266], [1.3458, 3.1721, -0.0986], [0.4145, 1.9115, -0.9263], [0.5868, 3.5130, -1.6889], [2.8358, 1.4506, -1.1554], [1.3029, 1.8443, -3.4084], [2.9017, 0.8921, -3.2694], [-5.5209, 1.9251, -1.4103], [-5.6661, 3.2575, -0.7049], [-4.7105, 4.3535, -1.0908], [-5.4890, 5.5175, -0.9392], [-6.7485, 5.1987, -1.0592], [-7.6296, 6.0120, -1.1493], [-6.8778, 3.8838, -1.0074], [-5.4476, 1.9525, -2.4975], [-6.2738, 1.1700, -1.1846], [-4.5858, 1.5656, -0.9807], [-5.6416, 3.0414, 0.3632], [-4.4255, 4.2465, -2.1375], [-3.7913, 4.4518, -0.5132], [-0.8505, 0.2708, 3.9672], [-1.6876, 1.3491, 4.5238], [-2.5690, 2.0567, 3.6249], [-2.4698, 1.0616, 5.9622], [-2.6660, 2.2697, 6.6970], [-1.4765, 3.1417, 6.4151], [-0.8115, 2.5436, 5.2871], [-3.4598, 2.8473, 6.2233], [-2.9757, 2.0898, 7.7265], [-0.6711, 3.2401, 7.1430], [-1.7722, 4.1446, 6.1069], [-0.0753, -4.7583, -6.4562], [1.5655, -5.3895, -6.1498], [1.8467, -5.6745, -4.3383], [2.7622, -4.2335, -6.8590], [1.6694, -6.3435, -6.6668], [-0.5040, -2.0230, -2.0692], [-0.7446, -2.9267, -0.5012], [-0.7025, -4.6175, -0.7349], [-2.3097, -2.4280, 0.1967], [0.0608, -2.7334, 0.2073]]
}

No. 3
{
  "formula": "C26H51Cl3N2O3PPdSi",
  "method": "wB97M-V/def2-TZVPD",
  "e_above_lowest_kcal_mol": 47.5,
  "total_charge": -1,
  "multiplicity": 3,
  "e_homo_ev": [-3.888, -4.055],
  "elements": ["C", "C", "H", "H", "H", "C", "C", "H", "H", "H", "H", "Pd", "Cl", "Cl", "H", "H", "C", "C", "N", "H", "C", "O", "H", "H", "H", "H", "H", "H", "C", "C", "N", "H", "C", "O", "H", "H", "H", "H", "O", "C", "C", "C", "H", "C", "H", "C", "H", "C", "C", "H", "H", "H", "Si", "Cl", "C", "C", "C", "H", "H", "H", "H", "H", "H", "H", "H", "H", "C", "C", "P", "C", "C", "C", "C", "H", "H", "H", "H", "H", "H", "H", "H", "H", "H", "H", "H", "H", "H", "H"],
  "coordinates": [[3.3452, 4.2085, -1.6184], [2.1313, 4.1689, -0.7412], [3.5517, 5.2365, -1.9184], [3.1903, 3.6023, -2.5145], [4.2330, 3.8263, -1.0899], [1.6136, 5.2819, -0.1951], [2.1209, 6.6699, -0.4392], [0.7677, 5.2315, 0.4997], [2.2130, 6.8938, -1.5176], [3.0904, 6.8856, 0.0292], [1.4103, 7.3927, -0.0267], [0.9823, -2.1336, 1.0753], [2.7712, -2.9981, -0.3166], [-0.1418, -0.4905, -1.7134], [-1.6122, -5.1697, -1.5136], [1.8380, -6.9779, -0.7484], [-0.6467, -5.1203, -2.0310], [1.5308, -6.3091, -1.5619], [0.4392, -5.4559, -1.0987], [-0.5147, -4.1132, -2.4553], [0.6116, -4.7604, 0.0096], [-0.1547, -3.7876, 0.3186], [2.4017, -5.6979, -1.8462], [1.4575, -5.0460, 0.6497], [-0.6183, -5.8625, -2.8304], [1.1846, -6.8831, -2.4081], [-0.3780, 3.0039, -3.6694], [-0.5396, 4.7681, -1.4482], [-1.4444, 3.2583, -3.7122], [-1.5789, 4.7896, -1.8131], [-1.9515, 3.5103, -2.3909], [-2.0130, 2.4321, -4.1633], [-2.7591, 2.6143, -1.7491], [-3.0490, 1.4966, -2.1764], [-2.2482, 5.0251, -0.9758], [-3.1384, 3.0103, -0.7812], [-1.5463, 4.1626, -4.3154], [-1.6481, 5.5690, -2.5822], [1.0471, 2.1259, -1.5489], [1.5945, 2.7620, -0.4421], [-0.6403, 2.9294, 0.8401], [0.7388, 2.7875, 0.8540], [-1.1422, 2.8643, -0.1376], [-1.3574, 3.1238, 2.0258], [2.4827, 2.1633, -0.1390], [1.4027, 2.7845, 2.0918], [-2.4410, 3.2468, 2.0071], [-0.6825, 3.1285, 3.2608], [0.6956, 2.9430, 3.2828], [2.4784, 2.6355, 2.1271], [-1.2307, 3.2582, 4.1951], [1.2205, 2.9154, 4.2427], [1.3240, 0.1640, -3.0725], [2.0613, -0.4396, 1.8372], [0.5673, 0.7001, -4.7073], [1.9608, -1.5877, -3.5379], [2.9562, 1.0096, -2.6874], [-0.4390, 1.1062, -4.5605], [0.4933, -0.1703, -5.3752], [1.2087, 1.4408, -5.2008], [2.5113, 1.9189, -2.2321], [3.5858, 1.2529, -3.5492], [3.5037, 0.4496, -1.9107], [2.1734, -2.1992, -2.6580], [2.8825, -1.5577, -4.1390], [1.2204, -2.1297, -4.1425], [-2.7744, -0.7474, 0.6932], [-1.8156, -0.3363, 1.8150], [-0.7279, -1.6581, 2.4687], [-0.0890, -1.0007, 4.0626], [-0.9445, -1.2023, 5.3072], [-1.7578, -3.1261, 2.8129], [-3.1129, -2.9094, 3.4624], [-2.5040, -0.2576, -0.2498], [-3.8003, -0.4201, 0.9263], [-2.7935, -1.8327, 0.5229], [-1.1183, 0.4410, 1.4644], [-2.3726, 0.0859, 2.6668], [0.8953, -1.4786, 4.1799], [0.1141, 0.0679, 3.8948], [-1.0552, -2.2603, 5.5611], [-0.4421, -0.7086, 6.1517], [-1.9398, -0.7508, 5.2187], [-1.8719, -3.6332, 1.8405], [-1.1461, -3.7956, 3.4392], [-3.7345, -2.1833, 2.9254], [-3.6423, -3.8690, 3.4560], [-3.0268, -2.5941, 4.5096]]
}

No. 4
{
  "formula": "C27H23AsMnN5O4S",
  "method": "wB97M-V/def2-TZVPD",
  "total_charge": 2,
  "multiplicity": 5,
  "e_homo_ev": [-12.950, -13.133],
  "elements": ["Mn", "O", "C", "O", "C", "C", "C", "C", "C", "N", "C", "O", "O", "H", "H", "H", "H", "H", "S", "C", "C", "C", "C", "C", "C", "As", "C", "C", "C", "C", "C", "C", "C", "C", "C", "C", "C", "C", "H", "H", "H", "H", "H", "H", "H", "H", "H", "H", "H", "H", "H", "H", "N", "C", "N", "N", "C", "N", "H", "H", "H", "H"],
  "coordinates": [[-0.2922, -1.0323, -0.6529], [2.3877, -0.6655, -4.0975], [1.7571, -0.6082, -2.9568], [0.5805, -0.3806, -2.8308], [2.5981, -0.9267, -1.7481], [3.9814, -1.0235, -1.8504], [4.7000, -1.4074, -0.7091], [3.9798, -1.6103, 0.4709], [2.6095, -1.4111, 0.4339], [1.8895, -1.0884, -0.6265], [1.7416, -1.6975, 1.6495], [2.3048, -2.1567, 2.7253], [0.5245, -1.5764, 1.5445], [1.7824, -0.5737, -4.8577], [4.5135, -0.8496, -2.7458], [5.7734, -1.5824, -0.7940], [4.5353, -1.9123, 1.3383], [3.2846, -2.2783, 2.6546], [-2.5846, -0.8776, -0.4808], [-3.2628, 0.8177, -0.3870], [-4.6220, 1.0207, -0.7864], [-5.1421, 2.3279, -0.7783], [-4.3236, 3.3905, -0.4410], [-2.9458, 3.1921, -0.1214], [-2.4422, 1.8984, -0.1002], [-0.5183, 1.5099, 0.1944], [-0.2362, 1.4153, 2.0544], [-1.3081, 1.0605, 2.8967], [-1.0280, 0.7271, 4.1944], [0.2825, 0.7482, 4.6482], [1.3345, 1.1753, 3.8462], [1.0656, 1.5310, 2.5479], [0.4571, 2.8463, -0.7424], [0.6044, 2.7343, -2.1177], [1.2440, 3.7463, -2.8159], [1.6235, 4.9204, -2.1777], [1.4240, 5.0416, -0.8214], [0.8352, 4.0175, -0.1088], [-5.1945, 0.1516, -1.0540], [-6.1677, 2.5134, -1.0307], [-4.7482, 4.3967, -0.4681], [-2.2933, 4.0536, 0.1182], [-2.2944, 0.9384, 2.5381], [-1.8282, 0.4208, 4.8381], [0.4350, 0.4324, 5.6698], [2.3495, 1.1969, 4.2185], [1.8634, 1.7604, 1.8570], [0.2580, 1.8625, -2.6527], [1.4373, 3.6125, -3.8616], [2.0750, 5.7276, -2.7113], [1.7128, 6.0013, -0.3221], [0.6932, 4.1457, 0.9804], [-2.7809, -5.4639, 0.1835], [-1.7301, -6.0721, -0.3747], [-1.6600, -7.4122, -0.4301], [-0.6958, -5.3916, -0.8640], [-0.5365, -4.1174, -0.8476], [-0.3061, -2.9909, -0.9402], [-3.5025, -5.9882, 0.6491], [-2.7618, -4.4719, 0.3352], [-2.5041, -7.9426, -0.3020], [-0.9287, -7.8257, -0.9792]]
}

No. 5
{
  "formula": "C34H32MoN10OS4",
  "method": "wB97M-V/def2-TZVPD",
  "e_above_lowest_kcal_mol": 34.4,
  "e_homo_ev": [-6.199, -6.225],
  "elements": ["Mo", "C", "C", "C", "C", "N", "C", "C", "C", "C", "C", "C", "C", "H", "H", "H", "H", "H", "H", "H", "H", "O", "C", "S", "C", "C", "S", "S", "S", "N", "C", "C", "C", "C", "C", "C", "C", "C", "C", "C", "C", "C", "C", "H", "H", "H", "H", "H", "H", "H", "H", "H", "H", "C", "C", "C", "C", "N", "C", "N", "N", "N", "H", "H", "H", "H", "H", "H", "H", "H", "H", "H", "N", "C", "N", "N", "C", "N", "H", "H", "H", "H"],
  "coordinates": [[0.1273, 0.6711, 0.2085], [3.9898, 0.0270, 2.3099], [3.8147, 0.7366, 3.4983], [2.6994, 1.5385, 3.6132], [1.7822, 1.6208, 2.5639], [1.9391, 0.8873, 1.4304], [3.0374, 0.1270, 1.3236], [0.6789, 2.5490, 2.4795], [0.3009, 3.4221, 3.5048], [-0.6532, 4.3868, 3.2680], [-1.1910, 4.5103, 1.9927], [-0.8469, 3.6118, 0.9988], [0.0432, 2.5586, 1.2162], [4.8645, -0.5812, 2.1507], [4.5411, 0.6791, 4.2938], [2.5434, 2.1368, 4.4958], [3.1631, -0.4052, 0.3903], [0.7436, 3.3353, 4.4873], [-0.9664, 5.0530, 4.0591], [-1.8993, 5.2971, 1.7795], [-1.3091, 3.7324, 0.0247], [-5.5055, 3.1458, -3.3289], [-4.5737, 2.7446, -2.6964], [-4.6820, 2.1235, -1.0474], [-2.9695, 1.7566, -0.8163], [-2.1573, 2.0303, -1.8628], [-0.4161, 1.9733, -1.9045], [-2.9238, 2.6791, -3.3177], [-2.5062, 1.1211, 0.7124], [1.3801, -0.0136, -0.9323], [1.9511, -0.6648, -1.8603], [3.0169, -0.0625, -2.6718], [4.0624, -0.8438, -3.1672], [5.0975, -0.2562, -3.8677], [5.0967, 1.1109, -4.0981], [4.0675, 1.8974, -3.6004], [3.0411, 1.3183, -2.8800], [1.5855, -2.0773, -2.0880], [1.2986, -2.8884, -0.9906], [0.9435, -4.2101, -1.1716], [0.8502, -4.7379, -2.4501], [1.1046, -3.9294, -3.5468], [1.4750, -2.6085, -3.3727], [4.0770, -1.9058, -2.9675], [5.9144, -0.8646, -4.2310], [5.9141, 1.5700, -4.6343], [4.0690, 2.9645, -3.7733], [2.2407, 1.9194, -2.4665], [1.3663, -2.4728, 0.0051], [0.7303, -4.8282, -0.3113], [0.5832, -5.7754, -2.5957], [1.0093, -4.3337, -4.5452], [1.6639, -1.9762, -4.2295], [-3.6814, 0.2777, 4.1859], [-3.5417, -1.2217, 4.4381], [-4.1527, -2.0155, 3.2857], [-2.0727, -1.6288, 4.6713], [-1.2645, -1.4002, 3.5104], [-0.8281, -0.2399, 2.9858], [-0.2253, -0.5318, 1.8330], [-0.2831, -1.8641, 1.7122], [-0.8951, -2.3756, 2.6934], [-4.7286, 0.5610, 4.2442], [-3.3277, 0.5433, 3.1910], [-3.1320, 0.8547, 4.9278], [-4.0673, -1.4763, 5.3653], [-3.6613, -1.7725, 2.3449], [-5.2056, -1.7641, 3.1858], [-4.0678, -3.0865, 3.4588], [-2.0096, -2.6998, 4.8791], [-1.6528, -1.0697, 5.5135], [-0.9405, 0.7313, 3.4222], [-2.0297, -1.7950, -5.1953], [-1.5689, -1.1094, -4.1342], [-0.8576, 0.0027, -4.3413], [-1.8430, -1.5904, -2.9464], [-1.4253, -1.1249, -1.8420], [-1.1068, -0.8112, -0.7682], [-1.7992, -1.5049, -6.1264], [-2.4714, -2.6833, -5.0425], [-0.7573, 0.3713, -5.2724], [-0.6074, 0.6272, -3.5635]]
}

No. 6
{
  "formula": "C2H3Cl3O",
  "method": "wB97M-V/def2-TZVPD",
  "e_above_lowest_kcal_mol": 67.2,
  "e_homo_ev": -9.669,
  "elements": ["C", "C", "O", "Cl", "Cl", "Cl", "H", "H", "H"],
  "coordinates": [[-1.7961, -1.0450, 0.0420], [2.1075, 0.7070, -0.1925], [-2.1052, -0.2818, 0.9740], [-3.1751, -1.1875, -1.0218], [1.8285, -0.2999, 1.1918], [2.0027, -0.5259, -1.5724], [2.9853, 1.3286, -0.2033], [1.1160, 1.2174, -0.3155], [-2.9636, 0.0871, 1.0976]]
}

Number 1: molecular weight 125.17 u. Number 2: molecular weight 669.14 u. Number 3: molecular weight 711.54 u. Number 4: molecular weight 643.44 u. Number 5: molecular weight 820.91 u. Number 6: molecular weight 149.40 u.